{"formula": "C6H10", "method": "ωB97M-V/def2-TZVPD", "smiles": "C[C@H]1C[C@H]2C[C@H]21", "e_homo_ev": -9.45, "orbital_gap_ev": 10.69, "total_charge": 0, "relative_energy_kj_mol": 154.17, "total_energy_ev": -6382.26165, "lumo_energy_ha": 0.0456, "elements": ["C", "C", "C", "C", "C", "C", "H", "H", "H", "H", "H", "H", "H", "H", "H", "H"], "xyz": [[-0.94, -0.70, 1.51], [-0.54, 0.43, 0.54], [0.99, 0.70, 0.50], [0.95, 0.57, -1.02], [0.36, -0.73, -1.49], [-0.55, 0.33, -1.02], [-1.21, -0.33, 2.51], [-1.79, -1.28, 1.14], [-0.11, -1.40, 1.67], [-1.17, 1.31, 0.65], [1.34, 1.67, 0.86], [1.59, -0.08, 0.99], [1.52, 1.19, -1.70], [0.40, -1.65, -0.90], [0.41, -0.88, -2.57], [-1.25, 0.85, -1.67]]}

---

{"formula": "C47H54BGe2N6RuS", "method": "ωB97M-V/def2-TZVPD", "multiplicity": 5, "e_homo_ev": [-9.70, -10.44], "orbital_gap_ev": [6.29, 5.20], "total_charge": 1, "total_energy_ev": -185669.73488, "lumo_energy_ha": [-0.1253, -0.1925], "s2": 6.031, "elements": ["Ru", "C", "C", "C", "C", "N", "N", "B", "N", "N", "C", "C", "C", "C", "C", "C", "C", "C", "C", "C", "N", "N", "C", "C", "C", "C", "C", "C", "C", "C", "C", "C", "C", "C", "C", "C", "C", "C", "H", "H", "H", "H", "H", "H", "H", "H", "H", "H", "H", "H", "H", "H", "H", "H", "H", "H", "H", "H", "H", "H", "H", "H", "H", "H", "H", "H", "C", "C", "Ge", "C", "C", "C", "C", "Ge", "C", "C", "C", "C", "C", "C", "C", "C", "C", "C", "H", "H", "H", "H", "H", "H", "H", "H", "H", "H", "H", "H", "H", "H", "H", "H", "H", "H", "H", "H", "H", "H", "H", "H", "H", "H", "S", "C"], "xyz": [[0.37, 0.62, 0.07], [5.22, 2.93, -1.05], [4.37, 1.81, -0.68], [4.69, 0.52, -0.13], [3.48, -0.11, 0.06], [2.42, 0.63, -0.44], [3.07, 1.89, -0.85], [2.14, 3.07, -1.08], [0.98, 2.53, -2.08], [-0.20, 2.13, -1.43], [-1.25, 2.74, -2.07], [-0.75, 3.31, -3.29], [0.64, 3.25, -3.24], [1.70, 3.64, -4.13], [-2.51, 3.10, -1.48], [-2.99, 4.39, -1.90], [-4.21, 4.81, -1.41], [-5.03, 4.04, -0.56], [-4.51, 2.82, -0.20], [-3.33, 2.29, -0.70], [1.50, 3.45, 0.23], [1.16, 2.39, 1.05], [0.84, 2.87, 2.26], [0.68, 4.29, 2.12], [1.17, 4.62, 0.87], [1.51, 5.92, 0.15], [0.89, 2.08, 3.44], [0.36, 2.70, 4.54], [0.13, 1.97, 5.73], [0.47, 0.63, 5.84], [1.27, 0.14, 4.80], [1.54, 0.86, 3.66], [3.26, -1.46, 0.59], [4.28, -2.43, 0.48], [4.26, -3.61, 1.20], [3.24, -3.86, 2.09], [2.19, -2.99, 2.16], [2.18, -1.80, 1.41], [6.28, 2.82, -0.74], [4.84, 3.89, -0.64], [5.20, 3.10, -2.20], [5.68, 0.10, -0.02], [2.72, 4.08, -1.69], [-1.32, 3.80, -4.02], [2.66, 3.14, -3.89], [1.83, 4.74, -4.05], [1.46, 3.44, -5.20], [-2.43, 5.00, -2.61], [-4.68, 5.79, -1.69], [-6.04, 4.31, -0.29], [-5.04, 2.15, 0.50], [-3.07, 1.22, -0.53], [0.36, 5.01, 2.86], [1.49, 6.82, 0.82], [0.93, 6.04, -0.84], [2.55, 5.84, -0.24], [0.10, 3.76, 4.49], [-0.50, 2.44, 6.50], [0.19, 0.06, 6.70], [1.79, -0.79, 5.00], [2.24, 0.41, 2.96], [5.13, -2.22, -0.18], [5.04, -4.34, 1.06], [3.22, -4.88, 2.59], [1.29, -3.16, 2.79], [1.40, -1.07, 1.65], [-2.67, -3.18, 4.00], [-1.85, -2.04, 3.37], [-2.46, -1.51, 1.58], [-4.51, -1.65, 1.44], [-5.08, -1.69, 0.02], [-2.06, -2.67, 0.08], [-0.86, -2.83, -0.52], [-0.27, -1.15, -1.39], [1.38, -1.79, -2.46], [1.12, -1.99, -3.96], [-1.60, -0.69, -2.79], [-2.55, -1.76, -3.42], [-0.38, -4.24, -0.86], [-0.21, -4.71, -2.18], [0.31, -5.96, -2.47], [0.41, -6.92, -1.41], [0.07, -6.51, -0.13], [-0.27, -5.20, 0.15], [-3.47, -2.93, 4.64], [-1.96, -3.87, 4.57], [-3.14, -3.88, 3.29], [-0.78, -2.34, 3.23], [-1.81, -1.15, 4.00], [-5.00, -0.87, 2.06], [-4.61, -2.59, 1.99], [-4.34, -1.89, -0.72], [-5.52, -0.73, -0.19], [-5.90, -2.43, -0.06], [-2.83, -3.45, -0.07], [1.75, -2.69, -1.94], [2.07, -0.92, -2.18], [0.49, -2.84, -4.24], [2.11, -2.06, -4.50], [0.52, -1.16, -4.36], [-1.06, -0.15, -3.58], [-2.12, 0.06, -2.14], [-3.49, -1.37, -3.78], [-2.73, -2.58, -2.73], [-2.07, -2.30, -4.26], [-0.63, -4.03, -2.94], [0.62, -6.20, -3.48], [0.76, -7.98, -1.50], [0.13, -7.20, 0.71], [-0.45, -4.83, 1.16], [-2.33, 0.94, 2.00], [-1.27, 0.23, 0.86]]}

---

{"formula": "C43H50BrEuN4O7Si2", "method": "ωB97M-V/def2-TZVPD", "multiplicity": 7, "e_homo_ev": [-1.94, -1.96], "orbital_gap_ev": [5.61, 5.63], "total_charge": -2, "relative_energy_kj_mol": 0.00, "total_energy_ev": -170830.37080, "lumo_energy_ha": [0.1351, 0.1351], "s2": 12.010, "elements": ["Eu", "O", "C", "C", "C", "C", "C", "C", "C", "O", "N", "N", "C", "C", "C", "C", "C", "C", "N", "H", "H", "H", "H", "H", "H", "H", "H", "H", "H", "C", "C", "C", "O", "C", "O", "O", "H", "H", "H", "H", "H", "H", "H", "C", "Si", "C", "C", "C", "Si", "C", "C", "C", "H", "H", "H", "H", "H", "H", "H", "H", "H", "H", "H", "H", "H", "H", "H", "H", "H", "H", "H", "Br", "C", "C", "C", "C", "C", "C", "C", "O", "O", "H", "H", "H", "H", "C", "C", "C", "C", "C", "C", "N", "C", "C", "C", "C", "C", "C", "H", "H", "H", "H", "H", "H", "H", "H", "H", "H"], "xyz": [[0.20, 0.41, -0.15], [-4.76, -2.44, -1.60], [-5.17, -1.19, -1.33], [-6.51, -0.87, -1.55], [-6.99, 0.40, -1.30], [-6.15, 1.39, -0.81], [-4.82, 1.08, -0.59], [-4.31, -0.19, -0.84], [-2.86, -0.41, -0.57], [-2.18, 0.49, -0.04], [-2.40, -1.64, -0.90], [-1.08, -1.78, -0.72], [-0.56, -2.94, -0.83], [0.85, -3.10, -0.53], [1.51, -4.32, -0.72], [2.83, -4.44, -0.33], [3.46, -3.35, 0.25], [2.75, -2.17, 0.38], [1.49, -2.03, -0.02], [-3.78, -2.45, -1.40], [-7.17, -1.65, -1.92], [-8.04, 0.61, -1.48], [-6.52, 2.38, -0.62], [-4.13, 1.83, -0.22], [-1.15, -3.82, -1.08], [0.99, -5.14, -1.19], [3.36, -5.37, -0.48], [4.49, -3.41, 0.59], [3.20, -1.28, 0.82], [-2.91, 1.36, 3.05], [-1.45, 0.94, 3.10], [-0.86, 1.10, 4.50], [-0.74, 1.78, 2.18], [-1.28, -0.57, 2.70], [-1.94, -1.39, 3.34], [-0.44, -0.79, 1.78], [-3.03, 2.37, 3.45], [-3.50, 0.65, 3.62], [-3.24, 1.35, 2.01], [-0.96, 2.14, 4.84], [0.20, 0.83, 4.50], [-1.39, 0.45, 5.20], [0.18, 1.46, 2.20], [4.48, 1.86, -0.25], [3.65, 1.68, -1.95], [3.06, 3.39, -2.52], [5.23, 1.41, -3.02], [2.32, 0.38, -2.01], [1.95, -0.17, -3.75], [3.42, -0.54, -4.93], [0.98, 1.12, -4.76], [1.05, -1.85, -3.81], [4.94, 2.84, -0.13], [5.25, 1.10, -0.11], [3.76, 1.73, 0.55], [3.84, 4.15, -2.40], [2.17, 3.73, -1.97], [2.79, 3.36, -3.57], [6.04, 2.07, -2.70], [5.04, 1.59, -4.08], [5.60, 0.38, -2.93], [2.78, -0.49, -1.52], [3.88, 0.38, -5.30], [3.10, -1.12, -5.80], [4.20, -1.12, -4.43], [1.65, 1.92, -5.09], [0.20, 1.58, -4.15], [0.51, 0.69, -5.64], [0.30, -1.94, -3.03], [0.54, -2.00, -4.77], [1.76, -2.67, -3.68], [4.00, 5.92, 5.22], [3.28, 5.07, 3.65], [2.96, 5.86, 2.56], [2.46, 5.25, 1.42], [2.27, 3.87, 1.40], [2.60, 3.10, 2.50], [3.11, 3.70, 3.64], [2.46, 1.57, 2.49], [3.00, 0.96, 3.40], [1.82, 1.05, 1.51], [3.11, 6.93, 2.60], [2.22, 5.84, 0.56], [1.88, 3.39, 0.51], [3.37, 3.08, 4.49], [-3.80, 0.71, -4.45], [-2.77, -0.11, -3.99], [-1.80, 0.38, -3.14], [-1.81, 1.72, -2.69], [-2.86, 2.53, -3.18], [-3.82, 2.03, -4.04], [-0.88, 2.12, -1.77], [-0.81, 3.50, -1.55], [-0.48, 4.40, -2.58], [-0.43, 5.76, -2.35], [-0.72, 6.27, -1.09], [-1.04, 5.39, -0.06], [-1.07, 4.03, -0.28], [-4.57, 0.32, -5.11], [-2.73, -1.15, -4.30], [-0.99, -0.25, -2.82], [-2.93, 3.56, -2.85], [-4.61, 2.69, -4.39], [-0.27, 4.00, -3.56], [-0.17, 6.43, -3.16], [-0.68, 7.34, -0.91], [-1.28, 5.78, 0.92], [-1.32, 3.34, 0.52]]}

---

{"formula": "C17H19N5O3S2", "method": "ωB97M-V/def2-TZVPD", "e_homo_ev": -7.69, "orbital_gap_ev": 7.88, "total_charge": 0, "relative_energy_kj_mol": 1607.13, "total_energy_ev": -53185.86239, "lumo_energy_ha": 0.0073, "elements": ["C", "C", "H", "H", "O", "C", "O", "C", "C", "C", "S", "C", "N", "N", "C", "O", "C", "H", "H", "S", "C", "N", "C", "C", "C", "C", "N", "C", "N", "C", "C", "H", "H", "H", "H", "H", "H", "H", "H", "H", "H", "H", "H", "H", "H", "H"], "xyz": [[-7.62, -0.19, 0.71], [-6.20, 0.44, 1.06], [-6.09, 0.51, 2.12], [-6.25, 1.45, 0.68], [-5.21, -0.45, 0.40], [-4.90, -0.09, -0.64], [-5.48, 0.67, -1.25], [-3.62, -0.78, -1.17], [-2.48, -0.10, -0.51], [-2.04, -0.24, 0.89], [-0.74, 0.97, 1.24], [-0.80, 1.30, -0.56], [-1.61, 0.50, -1.28], [0.29, 2.12, -0.95], [1.34, 2.39, -0.37], [1.33, 2.21, 1.08], [2.47, 2.97, -0.97], [2.29, 2.94, -2.02], [2.55, 4.30, -0.84], [4.03, 2.53, -0.39], [3.59, 0.80, -0.66], [2.38, 0.49, -0.91], [2.49, -0.85, -0.80], [1.50, -1.90, -0.96], [1.92, -3.07, -1.00], [3.24, -3.47, -0.16], [4.07, -2.75, 0.12], [3.75, -1.17, -0.26], [4.35, -0.21, 0.05], [5.72, -0.07, 0.70], [5.47, 0.39, 2.06], [6.39, 0.38, 2.48], [4.95, -0.49, 2.60], [4.86, 1.07, 2.20], [6.19, -1.04, 0.52], [6.28, 0.98, 0.19], [3.46, -4.49, -0.04], [1.25, -4.04, -0.67], [0.60, -1.68, -1.58], [0.15, 2.24, -1.90], [-2.48, -0.83, 1.84], [-3.85, -1.74, -0.43], [-3.57, -0.84, -2.10], [-8.55, 0.21, 1.10], [-7.81, -1.17, 0.86], [-7.61, -0.20, -0.47]]}

---

{"formula": "C2H5FN2", "method": "ωB97M-V/def2-TZVPD", "smiles": "N/N=C\\CF", "e_homo_ev": -9.27, "orbital_gap_ev": 10.23, "total_charge": 0, "relative_energy_kj_mol": 115.66, "total_energy_ev": -7851.15700, "lumo_energy_ha": 0.0354, "elements": ["N", "N", "C", "C", "F", "H", "H", "H", "H", "H"], "xyz": [[-1.21, -0.92, 0.11], [-1.25, 0.41, -0.30], [-0.09, 1.00, -0.24], [1.05, 0.26, 0.34], [1.44, -0.80, -0.47], [-2.12, -1.31, -0.10], [-0.44, -1.41, -0.34], [-0.04, 1.99, -0.64], [1.89, 0.96, 0.34], [0.78, -0.18, 1.30]]}